# 1
C28H30AsN5O6S4V | ωB97M-V/def2-TZVPD

Atoms and positions in Å:
V -0.865885 0.808999 1.818946
O -1.725406 -0.217228 5.630098
As -1.651499 0.972094 4.370808
O -0.073728 1.094583 3.774357
O -2.351110 0.310613 2.967135
C -2.423217 2.491061 5.230809
C -2.641145 2.282352 6.605896
C -3.120429 3.283714 7.420273
C -3.398698 4.529849 6.869992
C -3.205271 4.750289 5.525379
C -2.722385 3.751114 4.677915
S -2.827729 3.206499 2.031243
O -3.002343 4.193391 0.999458
O -2.559853 4.175171 3.398050
O -1.373458 2.663394 1.941275
H -1.395038 -1.066345 5.308266
H -2.425660 1.317403 7.036274
H -3.275619 3.093467 8.472571
H -3.775667 5.330903 7.491876
H -3.425941 5.707291 5.072896
S -0.030515 -1.538673 1.605482
C 0.047698 -1.610100 -0.074719
N 1.017870 -2.227940 -0.709537
C 1.023432 -2.307274 -2.166936
C -0.381823 -2.497415 -2.662216
N -1.218657 -1.421459 -2.136866
C -2.187128 -0.834708 -3.079748
C -1.462870 0.057295 -4.059173
C -1.105165 1.356975 -3.706596
C -0.346235 2.131280 -4.572500
C 0.051305 1.620137 -5.800498
C -0.322551 0.335878 -6.168667
C -1.075193 -0.441098 -5.299779
C -1.032702 -0.951113 -0.916113
S -1.949437 0.307892 -0.299233
C 2.183989 -2.822255 -0.042457
C 2.146351 -4.327359 -0.123417
C 1.093244 -5.030937 0.457239
C 1.049505 -6.412581 0.371812
C 2.058492 -7.102416 -0.289892
C 3.109530 -6.407193 -0.865776
C 3.150427 -5.020884 -0.785751
H 1.641856 -3.156059 -2.453619
H 1.458444 -1.390006 -2.574157
H -0.785562 -3.468833 -2.363509
H -0.394586 -2.428844 -3.747495
H -2.934006 -0.294697 -2.504485
H -2.673740 -1.665209 -3.593883
H -1.418800 1.763442 -2.754683
H -0.078347 3.141720 -4.291782
H 0.632688 2.230009 -6.479053
H -0.037844 -0.058025 -7.135181
H -1.382421 -1.435626 -5.605819
H 2.194878 -2.469200 0.985129
H 3.067715 -2.435775 -0.555214
H 0.313133 -4.495219 0.986817
H 0.232679 -6.954869 0.829242
H 2.025137 -8.181804 -0.351530
H 3.898895 -6.940646 -1.378062
H 3.975329 -4.478114 -1.233772
C 2.691598 2.948542 -3.123382
C 2.569030 1.620354 -2.378248
C 2.137972 1.774613 -0.954385
N 1.231182 1.064074 -0.400306
N 0.966948 1.427607 0.898557
C 1.744050 2.398466 1.336250
N 1.687594 2.899560 2.564120
S 2.823155 2.980213 0.113044
H 2.950235 2.773477 -4.166127
H 3.473047 3.576857 -2.693694
H 1.751530 3.502502 -3.091688
H 3.521294 1.083392 -2.406850
H 1.821508 0.988794 -2.860964
H 1.071678 2.452589 3.242001
H 2.244242 3.692047 2.824550

Atomic forces in eV per Å
V 0.41 -0.05 0.47
O 0.01 -0.01 -0.05
As 0.16 0.21 0.11
O -0.24 -0.06 -0.15
O -0.05 -0.05 0.03
C -0.05 -0.09 0.05
C -0.02 0.02 -0.04
C -0.01 0.03 -0.03
C 0.01 -0.03 0.04
C -0.03 0.00 -0.04
C 0.00 0.03 -0.02
S 0.01 0.09 -0.07
O -0.04 0.04 0.05
O 0.13 -0.08 0.03
O -0.09 -0.02 -0.24
H 0.00 -0.01 0.00
H 0.01 -0.02 0.00
H 0.00 0.00 0.00
H 0.00 0.00 0.00
H 0.00 0.00 0.00
S -0.09 0.06 -0.08
C 0.09 0.06 0.13
N -0.11 -0.01 -0.07
C 0.01 -0.04 -0.04
C 0.04 -0.01 0.00
N 0.07 0.01 0.20
C -0.07 0.06 -0.07
C 0.06 -0.07 -0.05
C 0.07 0.01 0.02
C -0.11 -0.03 0.00
C 0.00 0.00 -0.02
C 0.03 0.03 -0.01
C -0.04 0.02 -0.02
C -0.09 0.05 -0.14
S -0.06 -0.04 -0.01
C 0.05 -0.01 0.01
C -0.01 0.00 -0.01
C 0.00 0.01 0.00
C 0.00 0.00 0.00
C 0.00 0.00 0.00
C 0.00 0.00 0.00
C 0.00 0.00 0.00
H 0.00 -0.01 0.00
H 0.01 0.01 0.00
H 0.01 0.02 0.02
H -0.01 -0.03 0.01
H -0.01 -0.02 -0.06
H 0.01 0.02 0.02
H -0.02 0.01 0.05
H -0.06 -0.02 -0.04
H 0.01 0.00 -0.01
H 0.00 0.00 0.00
H -0.01 0.00 0.02
H 0.02 0.00 -0.01
H 0.00 0.00 0.00
H 0.00 0.00 0.00
H 0.00 0.00 0.00
H 0.00 0.00 0.00
H 0.00 0.00 0.00
H 0.00 0.00 0.00
C 0.00 0.02 0.08
C 0.04 -0.02 -0.01
C 0.11 0.12 -0.07
N -0.11 -0.05 -0.05
N -0.15 -0.27 0.03
C -0.03 0.27 0.03
N 0.13 -0.07 -0.07
S 0.02 -0.03 -0.01
H -0.01 -0.02 -0.01
H 0.00 0.02 0.01
H 0.11 -0.02 0.04
H 0.02 0.03 -0.01
H -0.03 -0.02 0.00
H -0.11 0.01 0.06
H 0.00 0.01 0.01

2S+1: 3
⟨S²⟩: 2.012
HOMO (spin up / spin down): -10.999 / -11.010 eV
E_tot: -6582.67655 Ha
energy relative to the best compared isomer or geometry (same formula, charge and spin): 0.0 kJ/mol
total charge: +1
frontier orbital gap (spin up / spin down): 7.21 / 7.17 eV


# 2
C28H30BaCl5N4O6P2S2 | ωB97M-V/def2-TZVPD

Atoms and positions in Å:
Ba -1.158902 -0.889947 -0.592190
C 5.051931 4.112302 -2.916684
P 5.051577 2.660869 -1.891551
C 4.661266 1.285380 -3.027851
C 3.540379 2.917568 -0.861963
C 2.279822 3.647486 -1.359096
P 0.809395 3.353924 -0.281867
C 1.285005 4.424736 1.195975
C -0.177382 4.640138 -1.198295
H 4.300366 4.048620 -3.648199
H 6.017154 4.230948 -3.449817
H 4.925669 4.969167 -2.293348
H 3.761080 1.492349 -3.606196
H 4.417107 0.408966 -2.416677
H 5.405635 1.107814 -3.795598
H 3.998922 3.378027 0.036852
H 3.256383 1.863014 -0.478937
H 1.965144 3.210133 -2.388157
H 2.514806 4.733880 -1.477800
H 0.476591 4.491711 1.975955
H 1.409456 5.408188 0.757316
H 2.214502 4.049953 1.566686
H -0.862784 4.107613 -1.890812
H 0.520160 5.216517 -1.807851
H -0.811472 5.275330 -0.566826
O 1.659048 -4.529584 0.066805
C 2.411493 -4.116283 1.134838
C 3.533695 -4.861316 1.329736
C 4.311350 -4.680209 2.467432
C 3.845665 -3.725062 3.406138
C 2.595740 -3.192008 3.410059
C 1.862021 -3.308069 2.168694
C 0.604883 -2.573554 1.887535
O -0.012683 -2.674331 0.770354
N 0.279138 -1.738648 2.914731
N -0.628626 -0.838623 2.479962
C -0.714526 0.115820 3.376720
S -2.008279 1.280732 3.346840
C -1.815115 2.153961 4.920240
C -0.569734 1.647796 5.707378
S 0.311882 0.323327 4.817499
H 0.799353 -4.053920 0.156292
H 3.848325 -5.416774 0.427831
H 5.134216 -5.284371 2.899359
H 4.454642 -3.540828 4.237272
H 2.186148 -2.773406 4.332124
H -2.760639 2.088194 5.553072
H -1.716931 3.272219 4.772541
H -0.802700 1.379513 6.761388
H 0.092488 2.519333 5.787511
C -3.888606 -4.223054 0.387338
C -4.340050 -2.838432 0.424156
N -3.623320 -1.794000 0.162617
C -4.456353 -0.669042 0.297472
C -5.735176 -1.125180 0.671582
N -5.601283 -2.505776 0.831520
C -6.990403 -0.404389 1.054661
O -7.178972 0.816726 0.592074
O -7.761164 -1.007691 1.786773
C -3.996173 0.748016 0.019752
O -4.773320 1.639391 0.558795
O -2.923407 0.922779 -0.612005
H -4.440888 -4.916460 1.031523
H -2.805760 -4.262134 0.650089
H -3.986022 -4.691009 -0.663566
H -6.422727 -3.072988 0.992635
H -6.253253 1.267697 0.364979
Cl -1.398177 -3.990878 -3.035257
C -0.716306 -2.641757 -3.868484
C -0.466381 -1.429085 -3.212054
C -0.438515 -0.243101 -3.860891
Cl -0.355888 1.251448 -2.986355
C -0.506703 -0.197779 -5.281240
Cl -0.300094 1.270516 -6.055522
C -0.609528 -1.388805 -5.967787
Cl -0.713245 -1.390142 -7.644364
C -0.616967 -2.640706 -5.259288
Cl -0.453960 -4.102777 -6.094556

Atomic forces in eV per Å
Ba 0.54 0.19 0.45
C 1.48 0.19 -0.77
P 1.03 -1.01 1.26
C -1.30 0.29 -0.20
C -0.26 -1.67 0.91
C 0.79 -0.71 -1.21
P -0.27 0.88 0.35
C -1.39 -0.11 -0.65
C -0.94 -0.79 -0.44
H -1.23 0.27 -1.04
H -0.43 -0.14 0.35
H -0.18 0.73 0.38
H -0.36 0.10 -0.04
H 0.46 -0.02 -0.26
H 0.52 -0.21 0.34
H -0.60 0.11 -0.33
H 0.38 1.42 -0.61
H 0.51 0.82 1.49
H -0.35 -0.72 0.00
H 0.88 -0.37 -0.75
H 0.27 0.39 0.21
H 0.51 -0.12 0.63
H 0.31 0.35 0.29
H -0.26 0.29 0.17
H 0.32 -0.16 -0.04
O 0.08 0.82 0.12
C -2.52 -0.28 0.97
C 2.85 -0.60 -0.53
C -0.64 0.83 0.90
C 0.29 -1.53 -0.14
C -1.15 0.18 -2.20
C 0.53 -0.57 0.23
C -0.14 1.18 2.69
O 0.42 -0.36 0.30
N 1.71 -2.04 -2.62
N -1.21 2.75 2.28
C -0.51 -0.42 -0.19
S -0.97 0.58 -0.75
C -0.57 0.94 1.16
C -0.20 0.78 -0.10
S 0.28 -0.76 0.14
H 0.25 0.16 -0.33
H -0.17 -0.29 0.94
H -0.21 0.34 -1.36
H 0.78 -0.02 1.35
H 0.03 0.43 -0.74
H 1.10 -0.42 -0.94
H 0.04 -1.30 -0.29
H -0.02 -0.30 -0.88
H 0.16 -0.40 -0.07
C 1.17 -2.05 -1.48
C -1.41 -0.30 1.06
N -0.32 1.53 -0.44
C -1.25 -1.44 -0.09
C 1.95 0.67 -0.04
N -0.16 1.56 -0.91
C 0.12 -0.53 0.51
O 0.59 -0.11 0.04
O -0.06 0.49 -0.72
C -1.23 1.22 1.43
O 1.55 -1.31 -1.85
O -1.16 0.15 0.59
H 0.06 0.44 0.12
H -0.77 -0.05 -0.17
H 0.19 0.90 1.38
H 0.36 -0.18 0.12
H -0.47 -0.67 0.63
Cl 0.33 -0.51 0.40
C 0.40 2.59 -1.28
C -0.99 -1.13 1.29
C 0.19 -1.34 -2.01
Cl 0.29 0.62 0.44
C 0.10 -0.65 1.70
Cl -0.12 1.32 -1.08
C 0.39 -1.19 1.54
Cl 0.06 -0.05 -1.32
C -0.26 1.20 0.49
Cl -0.21 -0.88 -0.77

2S+1: 1
HOMO: -4.881 eV
E_tot: -5561.12198 Ha
energy relative to the best compared isomer or geometry (same formula, charge and spin): 280.4 kJ/mol
total charge: -1
frontier orbital gap: 6.95 eV